Formula: C85H226N10O26
Source: OMol25
Level of theory: the ωB97M-V functional and the def2-TZVPD basis

Geometry as XYZ:
```
347
Properties=species:S:1:pos:R:3:forces:R:3
C -3.562 2.022 -0.013 -0.795 1.117 -0.242
O -4.804 1.339 -0.132 0.754 -1.144 -0.423
C -4.645 0.171 -0.959 -1.908 0.299 0.032
C -6.052 -0.488 -1.172 0.482 0.425 -0.544
N -5.859 -1.625 -2.060 0.306 -0.290 -0.724
C -7.020 -2.503 -2.310 0.394 0.622 0.450
C -8.136 -1.864 -3.119 -0.429 -0.073 0.443
O -8.843 -0.894 -2.370 0.474 -0.448 0.353
C -9.581 0.027 -3.149 0.387 -0.024 1.964
H -3.189 2.323 -0.992 0.186 -0.447 -0.294
H -2.799 1.518 0.579 -0.093 -0.258 0.030
H -3.826 2.980 0.435 0.182 -0.093 0.464
H -3.937 -0.544 -0.540 0.131 -0.100 0.311
H -4.293 0.454 -1.951 0.231 0.167 -0.099
H -6.718 0.194 -1.701 0.039 0.351 0.505
H -6.512 -0.826 -0.243 -0.088 0.316 0.400
H -5.208 -2.195 -1.540 0.577 -0.699 -0.443
H -7.329 -2.888 -1.338 -0.890 0.086 0.200
H -6.704 -3.408 -2.828 0.342 0.176 -0.353
H -8.861 -2.630 -3.394 -0.007 -0.370 -0.247
H -7.767 -1.415 -4.040 0.375 0.047 -0.140
H -8.862 0.736 -3.559 -0.350 -0.083 -1.038
H -10.092 0.576 -2.358 -0.463 0.235 -0.334
H -10.318 -0.495 -3.759 0.221 0.357 -0.607
C -1.731 -4.028 -3.319 -0.495 -0.613 0.321
O -2.516 -5.103 -2.667 1.635 0.202 -1.195
C -1.732 -6.311 -2.417 0.260 0.311 -0.422
C -1.378 -7.107 -3.663 -0.635 0.917 -0.766
N -2.605 -7.475 -4.384 0.192 -0.747 1.168
C -2.300 -8.278 -5.532 -1.709 -0.317 -0.939
C -3.582 -8.803 -6.284 0.985 2.298 -0.656
O -4.191 -7.663 -7.005 0.228 -1.038 1.553
C -5.415 -8.045 -7.606 0.493 0.352 -0.071
H -0.695 -3.951 -2.988 -0.028 -0.429 0.305
H -2.184 -3.052 -3.143 -0.409 -0.238 0.495
H -1.704 -4.107 -4.406 -0.118 -0.535 -0.110
H -2.307 -7.011 -1.811 -0.269 0.569 0.356
H -0.822 -5.993 -1.907 0.047 -0.238 0.178
H -0.759 -7.976 -3.443 -0.416 -0.239 0.447
H -0.717 -6.532 -4.311 0.248 0.484 -0.242
H -3.139 -6.661 -4.652 0.073 0.153 0.037
H -1.765 -9.186 -5.253 0.311 0.146 0.186
H -1.710 -7.650 -6.199 0.330 -0.460 -0.720
H -4.309 -9.239 -5.600 0.062 -0.058 0.052
H -3.255 -9.494 -7.062 -0.073 -0.425 0.129
H -5.987 -7.134 -7.779 0.089 -0.037 -0.294
H -6.035 -8.687 -6.981 0.107 -0.188 0.196
H -5.156 -8.557 -8.533 -0.490 -0.106 -0.276
C -3.681 6.189 6.323 -0.960 0.023 0.519
O -2.423 5.932 6.872 0.732 0.340 -0.220
C -1.582 7.067 7.077 -0.460 0.245 0.182
C -0.476 6.686 8.064 -0.579 0.603 -1.700
N 0.328 5.643 7.451 0.492 -0.551 1.685
C 1.080 4.943 8.520 0.297 0.029 -0.838
C 1.539 3.575 8.052 -0.468 1.136 0.980
O 0.358 2.874 7.682 1.957 -1.249 -0.211
C 0.770 1.518 7.401 -1.329 -0.611 -0.550
H -4.159 5.218 6.195 -0.188 0.034 0.116
H -3.793 6.702 5.368 0.923 0.123 -0.332
H -4.254 6.795 7.025 -0.312 -0.020 0.201
H -2.147 7.893 7.507 -0.359 0.068 0.186
H -1.270 7.418 6.093 0.623 -0.027 -0.009
H -0.968 6.451 9.008 0.000 -0.504 0.226
H 0.133 7.569 8.256 0.141 0.075 -0.063
H -0.296 4.932 7.097 -0.316 0.014 -0.267
H 0.484 4.749 9.412 -0.409 0.176 0.167
H 1.924 5.553 8.842 0.151 0.027 -0.094
H 1.990 3.119 8.933 0.192 -0.409 0.003
H 2.291 3.621 7.264 -0.175 -0.071 -0.358
H 0.008 1.091 6.747 0.048 0.008 -0.181
H 0.785 0.850 8.262 0.030 0.425 0.541
H 1.737 1.405 6.912 0.048 0.553 -0.132
C -2.756 1.348 8.737 -0.092 0.098 0.313
C -3.202 2.763 8.295 0.561 0.014 -0.078
C -2.843 3.774 9.404 -1.487 -0.426 -0.103
O -3.729 3.523 10.519 1.304 -0.775 0.569
C -4.957 4.192 10.503 0.103 0.241 -0.556
N -2.512 3.051 7.011 -0.653 0.137 0.740
H -1.706 1.404 9.024 0.186 -0.002 -0.041
H -2.832 0.561 7.987 -0.110 0.347 -0.393
H -3.279 0.951 9.607 -0.180 0.406 0.102
H -4.286 2.831 8.210 -0.088 -0.261 -0.555
H -2.995 4.822 9.146 0.209 0.022 -0.572
H -1.787 3.586 9.595 -0.025 0.200 0.917
H -5.660 3.733 11.198 0.314 -0.125 0.131
H -5.414 4.136 9.514 -0.179 0.113 -0.214
H -4.825 5.241 10.766 -0.082 0.248 0.052
H -2.664 3.999 6.700 -0.246 0.026 0.155
H -1.521 3.051 7.208 0.330 -0.319 0.004
C -4.769 -0.252 4.742 -0.696 -0.610 0.809
C -3.751 0.716 4.223 -0.266 -0.348 -0.464
C -4.358 2.019 3.734 0.303 0.061 -0.670
O -3.298 2.716 3.062 -0.055 0.798 0.287
C -3.417 4.121 3.011 -0.548 0.887 0.082
N -2.616 0.989 5.101 -0.673 -0.492 -0.853
H -4.285 -1.144 5.140 0.104 0.012 -0.151
H -5.445 -0.583 3.953 0.097 0.119 -0.176
H -5.419 0.090 5.547 0.070 0.466 0.160
H -3.369 0.176 3.357 0.337 0.296 -0.392
H -4.761 2.589 4.571 0.093 0.232 0.218
H -5.158 1.849 3.014 -0.202 -0.078 -0.076
H -3.348 4.664 3.954 0.574 -0.569 0.735
H -4.380 4.518 2.691 -0.528 -0.647 -0.614
H -2.691 4.601 2.355 0.327 -0.652 -0.118
H -2.919 1.562 5.876 0.064 0.194 0.447
H -2.138 1.653 4.510 0.755 0.398 0.292
C -2.479 -3.572 0.383 0.027 0.256 1.590
C -3.922 -4.099 0.365 1.345 -0.221 2.034
C -4.927 -3.462 1.354 0.252 -0.431 -0.514
O -4.687 -3.904 2.681 -1.185 0.871 0.691
C -5.852 -3.653 3.556 1.251 -1.003 -0.780
N -4.340 -4.031 -0.952 -1.659 0.734 -2.130
H -2.179 -3.625 1.430 0.401 0.040 0.131
H -2.323 -2.534 0.089 -0.534 0.185 -0.161
H -1.752 -4.149 -0.187 -0.370 -0.369 -0.150
H -3.853 -5.150 0.645 0.081 -0.303 0.696
H -5.921 -3.775 1.033 -0.348 -0.444 -0.078
H -4.983 -2.381 1.226 0.470 0.479 0.366
H -6.678 -4.263 3.190 -0.284 0.277 -0.244
H -6.114 -2.599 3.647 0.066 -0.036 -0.234
H -5.626 -4.065 4.539 0.372 0.216 -0.051
H -5.226 -4.499 -1.080 -0.222 -0.200 -0.109
H -3.649 -4.528 -1.495 -0.079 0.088 -0.609
C -2.039 9.668 -1.621 -1.800 0.421 0.810
C -2.049 8.618 -0.471 0.151 0.641 -1.830
C -1.966 7.226 -1.071 -2.182 -0.799 -0.536
O -3.155 6.992 -1.919 0.808 0.391 0.428
C -3.463 5.629 -2.254 0.568 0.966 -0.092
N -0.905 8.930 0.325 0.852 -0.406 0.801
H -1.147 9.642 -2.248 0.048 -0.362 0.135
H -2.133 10.671 -1.203 0.460 0.097 0.306
H -2.937 9.640 -2.238 0.144 -0.573 -0.263
H -2.880 8.602 0.234 -0.622 0.528 -0.613
H -2.075 6.514 -0.253 0.466 -0.349 0.195
H -1.019 7.090 -1.594 0.062 -0.165 -0.315
H -3.503 5.022 -1.350 0.176 -0.309 -0.091
H -2.756 5.282 -3.008 0.306 -0.432 0.309
H -4.425 5.583 -2.764 -0.130 0.334 0.297
H -0.132 9.220 -0.258 0.170 0.022 -0.076
H -0.593 8.053 0.716 0.474 0.046 0.549
C 2.149 4.668 0.318 -0.903 -0.546 0.831
C 1.145 5.815 0.770 1.429 -1.800 -0.888
C 0.948 5.842 2.294 -0.590 -1.193 0.222
O 0.460 4.532 2.756 0.244 1.595 -1.143
C 0.290 4.456 4.145 0.146 0.087 0.248
N 1.682 7.059 0.318 1.000 1.911 1.076
H 3.118 4.656 0.818 0.221 0.998 0.229
H 2.346 4.669 -0.754 -0.269 0.085 0.042
H 1.831 3.675 0.636 -0.660 -0.167 -0.367
H 0.197 5.747 0.236 -0.260 -0.766 0.312
H 0.284 6.658 2.579 -0.603 -0.078 -0.057
H 1.855 6.089 2.846 0.599 -0.222 -0.214
H -0.126 3.473 4.368 0.107 -0.023 0.042
H -0.371 5.214 4.565 -0.376 0.217 -0.209
H 1.235 4.607 4.667 0.292 -0.219 0.132
H 2.527 7.174 0.860 0.252 0.543 0.486
H 2.092 7.099 -0.605 -0.657 -0.682 -0.590
C 1.545 5.382 -3.330 -0.669 0.879 0.781
C 2.452 6.312 -4.102 0.909 -0.066 0.305
C 3.831 6.492 -3.366 -1.831 -1.159 -0.872
O 3.549 7.074 -2.126 0.102 0.311 -0.835
C 4.680 7.098 -1.305 -0.507 0.722 1.374
N 2.599 5.742 -5.436 0.923 -0.073 -0.086
H 1.193 5.936 -2.459 -0.097 -0.214 0.249
H 2.008 4.460 -2.977 0.241 0.029 -0.208
H 0.645 5.127 -3.889 0.043 -0.029 -0.213
H 2.045 7.308 -4.274 -0.358 0.206 0.808
H 4.546 7.045 -3.974 0.080 0.421 0.034
H 4.229 5.488 -3.216 0.284 -0.295 0.006
H 4.429 7.832 -0.539 0.281 0.214 0.092
H 5.582 7.445 -1.808 0.086 -0.339 -0.117
H 4.765 6.166 -0.746 0.537 -0.363 -0.366
H 1.711 5.911 -5.887 -0.093 -0.187 -0.361
H 3.275 6.328 -5.905 0.153 -0.009 -0.584
C 0.707 -2.327 -0.253 -0.023 -0.138 0.726
C 0.498 -0.920 -0.798 -0.336 -0.393 1.087
C 0.583 0.211 0.257 0.416 -0.576 -0.398
O -0.381 0.109 1.258 -1.008 -0.630 -0.029
C -0.326 1.236 2.108 0.494 -0.436 0.057
N 1.368 -0.672 -1.939 -0.823 0.342 -0.600
H 0.083 -2.487 0.626 -0.117 0.123 -0.002
H 1.717 -2.565 0.082 0.298 0.263 -0.179
H 0.409 -3.083 -0.978 0.098 0.091 -0.206
H -0.542 -0.958 -1.124 -0.129 0.373 -0.461
H 0.507 1.193 -0.209 -0.039 0.182 -0.470
H 1.579 0.162 0.697 0.475 0.040 0.259
H 0.671 1.194 2.547 0.243 0.701 0.237
H -1.035 1.175 2.934 -0.139 -0.309 -0.416
H -0.501 2.137 1.521 0.129 0.314 0.173
H 0.942 0.108 -2.419 0.122 0.429 -0.347
H 2.279 -0.306 -1.701 0.123 -0.182 0.314
C 1.359 -5.810 0.273 -0.015 0.325 -0.493
C 1.272 -7.309 0.492 -0.185 1.511 1.694
C 0.476 -7.521 1.756 0.339 -1.411 0.226
O 0.602 -7.913 -0.549 -0.465 -0.505 -0.802
H 0.359 -5.400 0.130 -0.218 -0.121 -0.083
H 1.913 -5.610 -0.645 0.255 0.332 -0.001
H 1.751 -5.253 1.123 0.428 -0.166 -0.031
H 2.270 -7.736 0.586 0.279 -0.036 0.214
H 0.911 -7.033 2.628 -0.132 0.246 -0.128
H 0.536 -8.592 1.950 -0.313 -0.177 0.280
H -0.575 -7.279 1.604 0.093 0.282 0.056
H 1.033 -7.531 -1.317 -0.042 -0.188 -1.019
C -4.749 0.093 -6.834 -0.325 -0.482 0.219
C -4.945 -0.857 -5.654 0.462 -0.231 -0.627
C -3.836 -1.880 -5.453 0.587 -0.694 -0.745
O -4.903 -0.107 -4.493 -0.335 1.734 0.693
H -4.602 -0.526 -7.718 0.392 0.320 -0.198
H -3.947 0.798 -6.615 0.277 -0.280 -0.277
H -5.637 0.700 -7.010 -0.130 -0.076 0.152
H -5.931 -1.307 -5.767 -0.133 -0.433 -0.036
H -2.880 -1.358 -5.464 0.076 0.235 0.285
H -3.691 -2.673 -6.187 -0.489 0.013 -0.445
H -3.932 -2.408 -4.504 -0.188 0.252 0.154
H -5.197 -0.680 -3.781 -0.184 -0.359 1.028
C 5.172 4.187 5.302 -0.328 -0.988 -0.874
C 5.892 3.429 4.089 -1.492 1.134 2.327
C 4.886 2.660 3.244 0.412 -0.144 0.126
O 6.541 4.421 3.370 0.637 0.394 -1.518
H 5.779 4.876 5.888 0.543 -0.318 -0.098
H 4.706 3.465 5.973 0.043 -0.026 0.162
H 4.372 4.814 4.907 -0.117 -0.078 -0.259
H 6.595 2.711 4.512 0.212 -0.154 0.019
H 4.381 1.959 3.909 -0.092 -0.095 -0.042
H 5.416 2.075 2.493 -0.022 -0.013 -0.104
H 4.122 3.254 2.741 0.128 0.318 0.143
H 7.121 4.922 3.949 -0.013 -0.071 0.081
C 3.650 -7.923 -4.383 0.488 0.481 -0.224
C 2.221 -8.079 -3.887 1.414 -0.921 -0.325
C 2.080 -9.465 -3.193 -0.994 1.456 -0.142
O 1.861 -7.025 -3.037 -0.404 -0.675 1.533
H 4.392 -7.876 -3.586 -0.221 0.161 0.397
H 3.732 -6.996 -4.950 0.165 0.067 -0.132
H 4.019 -8.742 -5.002 -0.462 -0.088 -0.256
H 1.550 -7.951 -4.736 -0.108 -0.805 -0.378
H 1.002 -9.514 -3.038 -0.042 -0.915 0.146
H 2.537 -9.504 -2.204 0.163 0.320 -0.043
H 2.494 -10.279 -3.788 -0.347 0.120 -0.168
H 2.292 -6.205 -3.288 0.209 0.742 -0.303
C 5.150 -8.116 -0.655 -0.897 0.024 0.641
C 5.462 -6.719 -1.159 0.926 -1.425 0.727
C 5.762 -5.714 -0.036 -0.168 -0.514 -0.674
O 6.641 -6.896 -1.978 -0.201 0.985 -0.229
H 4.790 -8.770 -1.449 0.020 0.048 -0.157
H 4.357 -8.064 0.091 -0.079 -0.144 0.061
H 6.003 -8.602 -0.181 0.200 0.201 0.046
H 4.611 -6.390 -1.756 0.063 0.268 -0.216
H 6.588 -6.044 0.595 0.318 0.027 -0.348
H 4.930 -5.617 0.661 -0.319 0.238 -0.318
H 5.972 -4.782 -0.561 0.164 0.224 0.563
H 6.799 -7.838 -2.071 -0.033 0.057 -0.040
C 4.412 -3.036 -4.742 -0.564 -0.085 0.765
C 4.063 -3.971 -3.534 0.536 -0.705 -1.000
C 4.080 -3.375 -2.165 -0.244 0.461 0.101
O 2.757 -4.561 -3.660 0.685 -0.077 -0.622
H 5.422 -2.627 -4.761 0.302 -0.583 0.251
H 3.815 -2.124 -4.729 -0.451 -0.140 0.113
H 4.207 -3.570 -5.670 0.102 0.023 -0.019
H 4.708 -4.848 -3.582 0.388 0.073 -0.037
H 3.742 -4.151 -1.479 0.086 0.142 0.177
H 3.300 -2.616 -2.225 0.069 0.370 0.552
H 5.027 -2.959 -1.823 0.033 0.093 -0.152
H 2.146 -3.838 -3.820 -0.818 0.480 -0.106
C 1.274 -0.730 -5.646 0.714 0.288 -1.104
C 0.512 -1.959 -5.320 -0.935 -0.754 0.772
C 0.622 -3.104 -6.278 -0.297 0.363 -1.393
O 0.982 -2.485 -4.118 0.536 -0.746 1.078
H 1.239 0.071 -4.908 -0.129 -0.171 0.127
H 0.961 -0.340 -6.615 -0.067 0.214 -0.044
H 2.306 -1.065 -5.756 0.236 0.308 -0.022
H -0.542 -1.765 -5.119 -0.420 0.427 -0.546
H 1.565 -3.644 -6.198 0.001 0.073 0.204
H 0.567 -2.688 -7.284 -0.048 -0.222 -0.287
H -0.221 -3.786 -6.167 0.182 -0.127 0.101
H 0.963 -1.777 -3.470 0.430 0.271 1.117
C 2.056 2.881 -7.344 -1.379 -0.866 -1.295
C 3.317 2.514 -6.670 1.096 1.436 0.101
C 4.545 3.228 -7.329 -0.052 -1.383 1.149
O 3.167 2.902 -5.298 0.639 -0.938 0.043
H 1.282 2.217 -6.958 -0.319 0.215 0.079
H 2.113 2.657 -8.409 0.044 0.023 -0.202
H 1.716 3.913 -7.261 0.365 0.004 0.294
H 3.463 1.434 -6.704 0.070 0.007 0.144
H 5.384 3.086 -6.647 0.099 0.264 0.200
H 4.399 4.297 -7.485 -0.124 -0.168 -0.267
H 4.860 2.654 -8.200 -0.302 0.473 -0.447
H 3.076 3.857 -5.325 -0.275 1.002 0.117
C 7.702 -2.036 0.160 0.399 -0.051 -0.985
C 8.118 -1.416 1.466 -0.666 0.392 0.110
C 7.402 -0.096 1.852 0.631 -0.944 -0.961
O 7.749 -2.361 2.462 0.151 0.095 0.852
H 7.940 -1.457 -0.733 -0.345 0.541 0.080
H 6.662 -2.361 0.160 -0.025 0.165 -0.008
H 8.338 -2.904 -0.020 -0.124 -0.443 0.251
H 9.200 -1.288 1.433 0.180 0.199 0.269
H 6.337 -0.322 1.897 -0.035 0.222 0.300
H 7.561 0.619 1.044 -0.007 0.159 0.041
H 7.811 0.318 2.774 -0.247 -0.121 0.048
H 8.115 -3.219 2.236 0.020 -0.131 -0.009
C 0.111 -2.598 3.516 0.485 0.065 -0.701
C -1.132 -1.908 4.019 -0.125 -1.499 0.760
C -1.943 -2.879 4.874 -0.588 -1.308 -0.709
O -0.755 -0.958 4.903 2.478 2.050 1.493
H 0.711 -3.043 4.310 -0.546 -0.408 0.287
H 0.848 -1.915 3.092 -0.372 0.383 -0.436
H -0.165 -3.325 2.752 0.231 -0.264 0.069
H -1.685 -1.401 3.228 -0.321 -0.611 -0.557
H -1.344 -3.420 5.606 0.607 0.426 0.011
H -2.341 -3.695 4.272 -0.612 0.053 -0.136
H -2.717 -2.391 5.467 -0.143 0.074 -0.369
H -1.461 -0.318 5.026 -0.692 0.679 0.393
C -0.878 2.478 -2.631 -0.851 0.283 -0.102
C -1.626 2.761 -3.921 0.325 -2.808 0.426
C -1.409 1.572 -4.864 1.800 0.310 -0.909
O -3.002 2.737 -3.596 -0.307 1.058 -0.315
H -1.225 3.230 -1.921 0.899 0.536 0.130
H 0.185 2.408 -2.863 0.175 0.094 0.733
H -1.326 1.595 -2.174 0.468 -0.565 -0.261
H -1.161 3.643 -4.361 -0.972 0.575 -0.250
H -2.060 1.502 -5.736 -0.304 0.259 0.169
H -1.314 0.582 -4.419 -0.614 0.062 0.590
H -0.410 1.696 -5.283 0.217 0.080 -0.306
H -3.299 1.938 -4.038 -0.832 -0.030 0.129
C 4.327 1.330 -0.856 -0.761 -1.155 0.078
C 4.301 1.757 -2.287 0.070 1.424 0.389
C 5.091 0.958 -3.264 0.156 -0.250 -0.781
O 2.946 1.949 -2.699 0.252 -0.389 0.795
H 3.817 2.064 -0.232 0.288 0.061 0.113
H 5.332 1.078 -0.517 0.001 0.304 0.093
H 3.739 0.414 -0.789 0.055 -0.259 0.363
H 4.802 2.723 -2.236 0.008 0.605 -0.410
H 6.152 0.989 -3.015 0.027 -0.255 0.112
H 4.986 1.459 -4.226 0.070 -0.068 -0.170
H 4.738 -0.064 -3.404 0.035 -0.165 0.249
H 2.987 2.352 -3.569 -0.098 0.009 -0.709
C 3.940 -1.746 2.362 -1.428 0.353 -0.028
C 4.439 -1.548 3.801 -0.750 -0.663 -1.375
C 3.314 -1.502 4.814 0.346 0.516 0.673
O 5.256 -2.659 4.012 0.845 -0.292 1.123
H 3.343 -2.655 2.287 -0.238 -0.174 0.551
H 4.641 -1.934 1.548 0.652 0.637 0.323
H 3.243 -0.945 2.114 0.070 0.262 -0.449
H 5.017 -0.631 3.911 0.102 0.277 -0.188
H 2.516 -0.835 4.489 -0.237 -0.308 -0.090
H 3.703 -1.050 5.726 0.130 0.090 0.156
H 2.960 -2.476 5.151 -0.183 -0.083 -0.607
H 6.056 -2.401 3.548 0.706 -0.636 -0.118
```
Positions in Å, forces in eV/Å.

Output
- Kohn-Sham gap (eV) = 8.732
- LUMO (eV) = 0.30
- HOMO energy (eV) = -8.43
- E (eV) = -159936.5267

Atomic partial charges in e from the Mulliken method, atoms 1 to 8:
1. C 0.269
2. O -0.614
3. C 1.170
4. C -1.445
5. N 1.663
6. C -0.735
7. C -0.774
8. O -0.381